2 unconnected molecules or ions with the total composition C3H9N2Se in a non-equilibrium geometry, computed with the ωB97M-V functional and the def2-TZVPD basis.

Its strongest force on any atom is 3.3 eV Å⁻¹. The calculation puts the total energy at -71575.690 eV. As for the relative energy (zero: lowest compared OMol25 entry of this formula, charge and spin): 75.2 kJ/mol. The calculation puts the orbital gap at 9.28 eV. As for the charge: +1.

Atoms and positions in Å:
C: -0.226 1.478 -0.162
C: -1.071 1.320 1.106
C: -0.837 -0.733 -0.375
N: 1.674 -1.803 -0.092
N: -0.384 0.289 -1.021
Se: -1.509 -0.580 1.265
H: -0.383 2.411 -0.585
H: 0.782 1.397 0.219
H: -0.562 1.577 2.043
H: -1.967 1.866 1.048
H: -0.713 -1.730 -0.837
H: 1.879 -2.650 0.499
H: 1.507 -2.035 -1.154
H: -0.572 0.276 -2.022
H: 2.381 -1.084 0.067

2 unconnected molecules or ions with the total composition C6H8BrO7 in a non-equilibrium geometry, computed with the ωB97M-V functional and the def2-TZVPD basis.

Its strongest force on any atom is 9.3 eV Å⁻¹. The calculation puts the total energy at -90722.572 eV. The calculation puts the orbital gap at 6.10 eV. As for the charge: -1.

Atoms and positions in Å:
O: -4.294 0.821 -0.435
C: -3.405 0.359 -1.355
O: -3.785 0.554 -2.773
C: -2.014 -0.317 -0.811
C: -1.912 -1.945 -1.008
O: -0.556 -2.497 -0.863
C: 0.094 -2.070 0.386
O: 0.015 -2.869 1.485
O: 0.905 -0.837 0.561
Br: 1.928 -0.483 -0.917
H: -3.023 0.295 -3.382
H: -1.031 0.146 -1.243
H: -1.977 -0.119 0.365
H: -2.585 -2.474 -0.181
H: -2.350 -2.268 -2.064
C: 3.124 1.816 2.294
C: 3.839 2.148 0.996
O: 3.312 1.670 -0.047
O: 4.872 2.863 1.127
H: 2.240 1.197 2.115
H: 3.799 1.271 2.960
H: 2.805 2.739 2.788

A single C6H7ClS2 molecule in a non-equilibrium geometry, computed with the ωB97M-V functional and the def2-TZVPD basis.

Its strongest force on any atom is 2.5 eV Å⁻¹. The calculation puts the total energy at -40523.799 eV. As for the relative energy (zero: lowest compared OMol25 entry of this formula, charge and spin): 257.3 kJ/mol. The calculation puts the orbital gap (spin up / spin down) at 6.58 / 7.25 eV.

Atoms and positions in Å:
C: -1.932 -0.010 -0.526
C: -0.912 -0.830 -0.847
C: -2.321 0.484 0.663
C: 0.293 -1.207 -0.152
C: 1.664 -0.336 -0.416
C: 1.490 0.991 0.180
S: -2.719 1.201 2.014
S: 0.998 0.993 1.830
Cl: 0.750 2.232 -0.819
H: -2.758 -0.047 -1.176
H: -0.944 -1.183 -1.811
H: 0.157 -1.086 1.011
H: 0.570 -2.228 -0.533
H: 2.480 -0.895 0.155
H: 1.960 -0.331 -1.456
H: 1.223 2.253 1.883

A molecular structure, C17H25CuN5, computed with the ωB97M-V functional and the def2-TZVPD basis.

Its strongest force on any atom is 0.8 eV Å⁻¹. The calculation puts the total energy at -70111.434 eV. Its expectation value of S² is 0.753. As for the relative energy (zero: lowest compared OMol25 entry of this formula, charge and spin): 40.7 kJ/mol. The calculation puts the orbital gap (spin up / spin down) at 8.64 / 6.93 eV. As for the spin multiplicity: 2. As for the charge: +2.

Atoms and positions in Å:
Cu: -0.125 0.362 0.440
C: 1.487 0.526 2.979
C: 2.084 -0.512 2.018
N: 0.918 -1.174 1.414
C: 0.974 -2.227 0.377
C: -0.466 -2.368 -0.078
C: -1.110 -3.504 -0.515
C: -2.480 -3.426 -0.763
C: -3.187 -2.258 -0.510
C: -2.480 -1.159 -0.059
C: -3.086 0.136 0.450
N: -2.044 1.199 0.621
C: -1.975 1.861 1.970
C: -0.983 1.178 2.900
N: 0.386 1.295 2.322
N: -1.159 -1.234 0.086
H: 2.266 1.213 3.304
H: 1.100 0.042 3.879
H: 2.739 -1.192 2.566
H: 2.671 -0.041 1.228
H: 0.328 -1.511 2.170
H: 1.353 -3.180 0.749
H: 1.628 -1.900 -0.434
H: -0.569 -4.431 -0.649
H: -3.008 -4.301 -1.120
H: -4.261 -2.214 -0.639
H: -3.556 -0.059 1.417
H: -3.875 0.489 -0.213
H: -2.242 1.913 -0.069
H: -2.963 1.919 2.427
H: -1.651 2.889 1.794
H: -1.218 0.114 3.001
H: -1.056 1.616 3.897
H: 0.631 2.279 2.336
N: 0.813 1.870 -0.748
C: 1.411 1.464 -2.025
C: 0.575 1.014 -3.028
C: 1.132 0.606 -4.234
C: 2.507 0.638 -4.412
C: 3.330 1.083 -3.391
C: 2.780 1.508 -2.185
H: 1.518 2.323 -0.173
H: 0.113 2.589 -0.907
H: -0.501 0.986 -2.884
H: 0.487 0.263 -5.033
H: 2.938 0.321 -5.352
H: 4.402 1.117 -3.530
H: 3.423 1.875 -1.392